# 1
Computed, not measured: an isolated molecule of C5H9ClN2 at a distorted geometry, with the ωB97M-V functional and the def2-TZVPD basis.

Structure (XYZ):
```
17
Properties=species:S:1:pos:R:3:mulliken_charge:R:1
C 1.614 -0.286 1.108 -0.43
C 0.717 -1.335 0.665 0.01
C -0.318 -0.565 -0.264 -0.07
C -1.635 -0.491 0.518 -1.30
C 0.094 1.826 -1.311 -0.75
N 1.446 0.824 0.497 -0.71
N 0.495 0.697 -0.503 0.48
Cl 1.565 -2.579 -0.251 -0.22
H 2.396 -0.372 1.805 0.51
H 0.278 -1.833 1.448 0.38
H -0.572 -0.907 -1.366 0.31
H -1.519 -0.053 1.510 0.33
H -1.996 -1.595 0.603 0.32
H -2.348 0.277 0.094 0.33
H -0.588 1.389 -2.160 0.24
H -0.489 2.533 -0.692 0.30
H 0.860 2.470 -1.701 0.28
```

Properties
Strongest force on any atom   3.09 eV/Å
Frontier orbital gap   9.08 eV
LUMO   0.9 eV
Relative energy (zero: lowest compared OMol25 entry of this formula, charge and spin)   53.9 kcal per mole
Highest occupied orbital energy   -8.16 eV
SMILES string   C[C@@H]1[C@@H](Cl)C=NN1C
2S+1   1

=====

# 2
Computed, not measured: a structure of composition C12H10Cl2IN3O5Pd at a distorted geometry, with the ωB97M-V functional and the def2-TZVPD basis.

Structure (XYZ):
```
34
Properties=species:S:1:pos:R:3:mulliken_charge:R:1
Pd -0.475 -1.258 -0.061 0.55
O -1.332 0.772 0.659 -0.56
Cl -0.863 0.199 1.953 1.90
O -0.984 1.072 3.040 -0.51
O 0.574 -0.177 1.649 -0.56
O -1.565 -1.056 2.122 -0.46
Cl 5.915 -3.870 0.121 -0.05
C 4.609 -2.913 -0.239 0.97
C 4.874 -1.686 -0.871 -0.76
C 3.852 -0.839 -1.212 -0.35
I 4.157 0.930 -2.063 0.47
C 2.410 -1.265 -0.937 0.69
O 1.472 -0.623 -1.309 -0.38
C 2.189 -2.570 -0.192 0.71
N 0.932 -2.901 0.104 -0.53
C 0.700 -4.068 0.720 -0.22
C 1.723 -4.933 1.073 -0.86
C 3.029 -4.591 0.777 -0.58
C 3.272 -3.381 0.124 0.45
H 5.903 -1.423 -1.075 0.46
H -0.335 -4.301 0.933 0.53
H 1.491 -5.860 1.577 0.45
H 3.843 -5.249 1.047 0.47
C -5.400 -1.283 -1.956 -0.90
N -4.608 -1.592 -0.748 -0.01
C -5.286 -1.617 0.562 -0.87
C -3.337 -1.764 -0.820 0.61
N -2.186 -1.923 -0.880 -0.67
H -6.301 -1.892 -1.937 0.32
H -4.822 -1.525 -2.843 0.36
H -5.670 -0.229 -1.965 0.33
H -6.073 -2.368 0.539 0.33
H -5.718 -0.638 0.760 0.34
H -4.568 -1.859 1.340 0.31
```

Properties
Strongest force on any atom   1.17 eV/Å
Frontier orbital gap (spin up / spin down)   5.17 / 5.16 eV
LUMO (spin up / spin down)   -10.1 / -10.1 eV
Relative energy (zero: lowest compared OMol25 entry of this formula, charge and spin)   37.2 kcal per mole
Highest occupied orbital energy (spin up / spin down)   -15.27 / -15.26 eV
Total charge   +2
2S+1   1

=====

# 3
Computed, not measured: a cluster of 4 separate species, C4H16N2O4 in total at a distorted geometry, with the ωB97M-V functional and the def2-TZVPD basis.

Structure (XYZ):
```
26
Properties=species:S:1:pos:R:3:mulliken_charge:R:1
N -0.532 1.789 -0.003 -0.66
C -0.886 0.458 0.059 0.82
C -1.551 0.104 1.357 -1.38
C 0.348 -0.566 -0.152 0.37
N 0.040 -1.954 -0.260 -0.12
C -1.285 -2.555 -0.547 -0.92
O 1.541 -0.317 -0.070 -0.77
H -0.178 2.316 0.766 0.17
H 0.205 2.053 -0.682 0.28
H -1.525 0.136 -0.797 -0.05
H -2.114 0.939 1.881 0.38
H -0.973 -0.331 2.123 0.31
H -2.129 -0.800 1.221 0.32
H 0.839 -2.600 -0.531 0.29
H -1.337 -2.958 -1.511 0.32
H -1.576 -3.392 0.128 0.27
H -2.128 -1.853 -0.528 0.27
H 0.804 2.546 3.213 0.30
H 0.534 1.153 3.858 0.32
O 0.128 1.946 3.460 -0.61
H 3.365 0.553 -0.315 0.33
H 3.162 -0.579 -1.128 0.37
O 3.794 0.146 -0.980 -0.62
H -1.639 1.058 -3.666 0.32
H -1.876 1.169 -2.384 0.29
O -1.681 0.362 -2.922 -0.62
```

Properties
Strongest force on any atom   5.12 eV/Å
Frontier orbital gap   9.70 eV
LUMO   0.5 eV
Relative energy (zero: lowest compared OMol25 entry of this formula, charge and spin)   52.3 kcal per mole
Highest occupied orbital energy   -9.20 eV
SMILES string   CNC(=O)[C@@H](C)N.O.O.O
2S+1   1

=====

no.,E_tot (eV)
1,-20831.518
2,-63911.710
3,-15576.213